1.
A molecular structure, CH3PSi at a distorted geometry, computed with ωB97M-V/def2-TZVPD.

Geometry as XYZ:
```
6
Properties=species:S:1:pos:R:3:forces:R:3
C -0.4169 1.2762 0.7025 1.50 -1.04 -4.18
Si 0.2302 0.0684 -0.5693 -5.36 -1.14 1.30
P -0.5040 2.1592 -0.7245 -0.18 -0.67 0.27
H -0.4480 1.4263 1.6960 -0.49 0.70 3.22
H 1.4997 -0.3341 -0.7504 3.13 -0.60 -0.29
H -0.7237 -1.5051 -0.5604 1.40 2.74 -0.32
```
Positions in Å, forces in eV/Å.

Output
Spin multiplicity: 1
M in g/mol: 74.1
Energy in Ha: -670.62557

Atomic partial charges in e from the Mulliken method, atoms 1 to 5: atom 1 (C): -0.329, atom 2 (Si): 0.108, atom 3 (P): -0.106, atom 4 (H): 0.447, atom 5 (H): -0.073

2.
A single C5H7NO3 molecule at a distorted geometry, computed with ωB97M-V/def2-TZVPD.

Geometry as XYZ:
```
16
Properties=species:S:1:pos:R:3:forces:R:3
C 0.1520 1.8377 0.1244 2.75 -1.89 -2.22
C 1.2455 -0.6897 -0.2609 -1.91 -4.34 0.41
C -1.1869 -0.1823 0.5262 -0.11 1.64 1.21
C -0.4914 -0.8780 -0.5274 2.93 1.01 -0.75
C -0.8666 1.1048 0.8297 -1.14 -1.79 0.64
O 1.8743 -1.1007 -1.3964 -0.10 0.82 -0.24
O -2.0007 -0.9760 1.2739 -0.22 -0.05 -0.17
N -0.9223 -1.4507 -1.5459 -0.34 -0.71 0.39
O 1.6974 -0.9418 0.8321 -0.02 1.20 -0.50
H 2.7156 -1.5163 -1.1562 0.01 0.18 0.19
H -2.2444 -0.5240 2.0918 0.05 0.05 -0.15
H -0.2011 -1.9348 -2.0836 0.06 0.48 -0.02
H -1.3281 1.5653 1.6975 -0.04 -0.09 0.11
H 0.8563 2.3913 0.7431 -0.36 0.31 0.02
H -0.1959 2.3798 -0.7557 0.18 0.16 0.10
H 0.8964 0.9153 -0.3925 -1.75 3.04 0.98
```
Positions in Å, forces in eV/Å.

Output
Spin multiplicity: 1
M in g/mol: 129.1
Energy in Ha: -475.10353

Atomic partial charges in e from the Mulliken method, atoms 1 to 5: atom 1 (C): -0.631, atom 2 (C): 0.564, atom 3 (C): 0.649, atom 4 (C): 0.325, atom 5 (C): -0.508

3.
A molecular structure, C10H21NO7PtS at a distorted geometry, computed with ωB97M-V/def2-TZVPD.

Geometry as XYZ:
```
41
Properties=species:S:1:pos:R:3:forces:R:3
Pt 1.4467 -0.1173 -0.8880 -3.35 -3.99 -1.67
C 1.2518 3.6418 0.1812 0.10 -0.88 1.83
C 2.5601 3.0795 -0.2288 -1.04 2.96 -3.77
C 3.7723 3.9216 -0.3206 0.71 -0.55 1.41
O 2.4320 2.1903 -1.1570 0.80 0.16 0.61
C 2.6696 1.1561 1.8575 -0.21 -3.42 2.61
O 3.1445 1.5934 2.8095 0.20 1.72 -1.00
O 2.1660 0.3010 1.2074 0.26 1.86 -0.97
H 0.9513 4.3500 -0.6025 0.29 -0.09 -0.14
H 1.3228 4.1849 1.1230 -0.07 0.06 -0.04
H 0.4901 2.8637 0.2488 -0.11 0.06 -0.07
H 3.6297 4.6404 -1.1396 -0.27 -0.11 0.00
H 4.6702 3.3320 -0.5315 -0.02 0.06 -0.05
H 3.9334 4.4886 0.5944 0.04 0.10 -0.02
H 3.2430 2.1755 -1.7118 -0.06 -0.58 -0.01
C -3.5440 0.7862 -1.5305 0.12 -0.09 0.10
C -3.3026 0.5503 -0.0376 -0.09 0.00 -0.33
C -3.0762 -0.9179 0.3147 0.50 0.16 0.04
S -1.5558 -1.5086 -0.4940 -0.25 -0.14 -0.66
O -0.4831 -0.5268 0.0573 1.07 0.89 0.98
C -1.2329 -3.0915 0.3007 0.07 0.40 0.47
C -1.0377 -3.0162 1.8166 0.11 -0.42 -0.21
C -0.3280 -4.2872 2.2950 -0.08 0.22 0.25
H -3.7644 1.8341 -1.7281 -0.01 -0.01 0.02
H -4.3816 0.1928 -1.8994 -0.02 0.02 0.04
H -2.6671 0.5126 -2.1227 -0.02 0.03 -0.04
H -4.1607 0.9060 0.5298 -0.07 -0.10 0.10
H -2.4469 1.1314 0.3051 0.03 0.02 0.06
H -3.8648 -1.5600 -0.0840 0.04 -0.07 0.03
H -2.9549 -1.0743 1.3850 -0.07 -0.02 0.01
H -0.3249 -3.4546 -0.1873 -0.09 0.00 -0.11
H -2.0646 -3.7418 0.0181 0.03 0.02 -0.09
H -2.0048 -2.9333 2.3104 -0.01 0.06 0.04
H -0.4415 -2.1404 2.0783 -0.04 0.03 -0.03
H -0.8846 -5.1823 2.0177 0.05 -0.01 -0.02
H -0.2448 -4.2674 3.3803 -0.01 -0.08 0.03
H 0.6857 -4.3582 1.8985 -0.05 -0.02 -0.11
O 1.7120 -2.0853 -4.0575 -0.08 0.23 0.31
N 1.6076 -1.4515 -3.0792 0.21 0.01 -0.21
O 2.2606 -0.3635 -2.8339 0.88 0.36 -0.02
O 0.8165 -1.7541 -2.0952 0.53 1.14 0.61
```
Positions in Å, forces in eV/Å.

Output
Net charge: +2
Spin multiplicity: 1
M in g/mol: 494.4
Energy in Ha: -1491.68616

Atomic partial charges in e from the Mulliken method, atoms 1 to 5: atom 1 (Pt): 1.453, atom 2 (C): -0.765, atom 3 (C): 0.620, atom 4 (C): -1.372, atom 5 (O): -0.239

4.
9 unconnected molecules or ions with the total composition C27H48N3O15 at a distorted geometry, computed with ωB97M-V/def2-TZVPD.

Geometry as XYZ:
```
93
Properties=species:S:1:pos:R:3:forces:R:3
C -0.5323 -0.0226 2.5764 4.33 -0.42 -2.19
C -0.7128 -0.9828 1.3679 -3.41 2.58 -2.34
O -1.8521 -1.2429 0.8829 5.80 -0.05 1.73
N 0.6787 -1.4383 0.7569 0.39 -1.48 1.58
H 0.8833 -0.9792 -0.1493 -0.50 1.29 0.00
H 1.6419 -1.3116 1.3974 -2.04 0.57 -0.11
C 0.6738 -2.8837 0.3553 2.98 0.17 5.70
H -1.1946 0.7588 2.8179 -1.71 0.06 -0.11
H 0.5314 0.5680 2.5586 -2.24 -2.07 -0.08
H -0.4830 -0.8762 3.2136 0.27 0.06 2.13
H 1.6670 -3.1692 0.1010 0.78 0.18 -0.61
H 0.0713 -2.9250 -0.3942 -3.93 -1.05 -4.59
H 0.4501 -3.5433 1.2227 -0.51 0.61 -0.60
N 3.3106 -0.8547 3.3655 0.62 2.61 4.61
O 4.3552 -0.1864 3.6066 -0.83 -1.53 -0.78
O 2.6855 -1.3408 4.3928 0.60 -0.19 -2.77
O 2.8097 -0.7519 2.2380 -0.66 -1.01 -1.46
N 1.4861 1.2700 -1.2408 2.45 -4.73 7.14
O 2.7120 1.2710 -1.3755 -0.06 1.69 -2.84
O 1.0692 1.8089 -0.1580 -1.45 1.58 -2.01
O 0.8964 0.1271 -1.4977 -1.04 0.87 -2.33
C 4.3624 -1.4354 -3.1330 3.50 0.84 -4.05
C 3.3826 -2.5093 -2.6875 4.37 1.53 0.64
C 4.0769 -3.8180 -2.2760 -3.01 -3.25 -2.24
O 2.8936 -1.9093 -1.5793 -1.89 -0.83 3.62
H 5.0749 -1.8557 -4.0031 -1.13 0.58 1.68
H 5.1014 -0.8878 -2.4164 -1.79 -1.30 -0.76
H 3.8221 -0.6587 -3.7671 0.40 -0.57 1.30
H 2.6796 -2.5600 -3.4585 -0.23 -0.07 -0.06
H 3.1376 -4.6842 -2.2182 2.53 2.12 -0.05
H 4.4314 -3.8386 -1.2564 0.69 0.38 -0.04
H 4.7662 -4.2545 -3.1235 -1.05 1.02 1.98
H 2.2801 -1.2367 -1.8300 -0.80 1.35 -0.23
C -0.6713 4.7027 -0.1860 -2.11 -0.98 0.84
C 0.7249 4.9140 0.4767 -4.31 0.92 -0.87
C 0.7496 6.4244 0.9139 9.03 -4.11 -2.51
O 0.9291 4.0130 1.5096 1.45 5.19 2.75
H -0.7803 5.3227 -1.0954 0.08 -0.48 0.28
H -1.5249 4.9516 0.4855 0.55 0.72 0.01
H -1.0272 3.6333 -0.3451 1.36 0.93 -0.50
H 1.2473 4.6890 -0.3831 2.71 -0.21 -1.36
H 0.7597 7.1301 0.0692 1.13 -0.47 -0.01
H 1.6919 6.3299 1.6194 -1.90 1.50 -1.17
H -0.0730 6.6565 1.2879 -7.04 1.62 4.50
H 0.7023 3.1883 1.2681 -0.95 -4.54 -1.90
C 0.2779 4.6507 5.6007 -1.05 -0.24 -0.69
C 0.4932 3.3683 4.9306 1.80 -2.27 1.64
C 1.8953 2.9170 4.7796 2.55 -1.06 2.51
O -0.1456 2.3768 5.6577 -1.34 -3.75 3.36
H -0.6980 4.8877 5.2840 -1.48 0.93 0.47
H 0.8859 5.2837 5.0968 1.92 2.61 -1.51
H 0.4611 4.7948 6.6356 0.03 -0.66 0.99
H -0.0913 3.1473 4.0931 -0.15 1.53 -2.55
H 2.4943 2.6845 5.8092 -1.77 0.84 -1.89
H 2.6072 3.4281 4.2083 0.64 1.79 -0.85
H 1.9810 1.9842 4.2960 -0.51 -1.54 -0.55
H 0.4043 1.6600 6.0960 -0.53 1.76 -1.03
C -4.0423 -3.3576 -3.9873 -1.44 3.33 -4.30
C -3.1305 -2.2222 -3.9663 -0.59 3.06 2.02
C -2.4798 -2.0666 -2.5762 1.08 3.17 -0.63
O -2.0926 -2.3395 -4.8320 2.77 2.00 -4.04
H -4.6780 -3.4042 -3.2650 -3.33 0.19 5.50
H -3.5396 -4.1573 -3.9912 4.09 -6.51 0.19
H -4.7930 -3.5341 -4.7551 0.46 0.86 -1.28
H -3.7389 -1.3472 -4.1725 0.02 0.62 -0.13
H -3.2007 -1.6696 -1.8307 0.77 -0.59 -0.11
H -1.4703 -1.3691 -2.6274 -2.83 -1.27 0.08
H -2.0675 -3.0115 -2.4170 0.37 -1.75 1.18
H -1.7517 -1.4141 -5.2073 -1.33 -3.10 1.59
C -3.2998 4.2620 3.7421 1.11 -3.52 -3.23
C -2.7293 3.3133 2.6420 -4.29 4.84 4.94
C -3.5903 2.8458 1.5398 0.40 -1.23 -2.99
O -3.1925 2.1343 0.5525 -1.13 2.31 3.68
C -5.0163 3.3576 1.5050 -0.13 2.93 5.20
C -5.5153 4.2440 2.5845 -1.86 -2.89 -5.28
C -4.8342 4.6025 3.7977 3.38 -0.24 1.19
O -5.2934 5.0845 4.8286 0.01 -0.49 -1.65
H -2.7233 4.6404 4.6545 -0.56 -0.77 -1.69
H -1.7150 3.1285 2.7129 1.85 -0.60 -0.20
H -5.6161 2.9601 0.7110 -0.38 0.28 -0.26
H -6.5932 4.6069 2.4747 1.58 -0.60 0.24
C 0.2031 -4.7770 -3.4724 -6.72 -4.95 1.35
C -0.8290 -5.9431 -3.5212 9.91 4.20 -2.86
C -0.4385 -7.1887 -4.2664 2.41 0.52 1.33
O -1.0862 -8.2056 -4.2374 -0.69 -0.11 -0.36
C 1.0021 -7.2693 -4.8177 2.56 7.03 0.07
C 1.9093 -6.0221 -4.9673 -3.72 -6.37 0.11
C 1.4428 -4.8421 -4.2042 0.49 0.16 -1.23
O 2.0391 -3.7931 -4.2419 -0.30 -0.49 -2.14
H -0.0700 -3.8308 -2.8909 0.66 -1.51 -1.13
H -1.7515 -5.8559 -3.2311 -5.01 0.60 2.04
H 1.4163 -8.2127 -4.9966 0.18 -1.32 -0.87
H 2.8168 -6.1325 -5.6673 -1.34 0.63 1.79
```
Positions in Å, forces in eV/Å.

Output
Net charge: -1
Spin multiplicity: 1
M in g/mol: 654.7
Energy in Ha: -2349.64122

Atomic partial charges in e from the Mulliken method, atoms 1 to 5: atom 1 (C): -0.443, atom 2 (C): 0.625, atom 3 (O): -0.567, atom 4 (N): 0.607, atom 5 (H): -0.249

Question: Which formula does entry 4 have?
Answer: C27H48N3O15

Question: Which value of energy does entry 3 give?
Answer: -1491.68616 Ha

Question: M of number 3 (C10H21NO7PtS)?
Answer: 494.4 g/mol

Repeat the third record exactly.
A molecular structure, C10H21NO7PtS at a distorted geometry, computed with ωB97M-V/def2-TZVPD.

Geometry as XYZ:
```
41
Properties=species:S:1:pos:R:3:forces:R:3
Pt 1.4467 -0.1173 -0.8880 -3.35 -3.99 -1.67
C 1.2518 3.6418 0.1812 0.10 -0.88 1.83
C 2.5601 3.0795 -0.2288 -1.04 2.96 -3.77
C 3.7723 3.9216 -0.3206 0.71 -0.55 1.41
O 2.4320 2.1903 -1.1570 0.80 0.16 0.61
C 2.6696 1.1561 1.8575 -0.21 -3.42 2.61
O 3.1445 1.5934 2.8095 0.20 1.72 -1.00
O 2.1660 0.3010 1.2074 0.26 1.86 -0.97
H 0.9513 4.3500 -0.6025 0.29 -0.09 -0.14
H 1.3228 4.1849 1.1230 -0.07 0.06 -0.04
H 0.4901 2.8637 0.2488 -0.11 0.06 -0.07
H 3.6297 4.6404 -1.1396 -0.27 -0.11 0.00
H 4.6702 3.3320 -0.5315 -0.02 0.06 -0.05
H 3.9334 4.4886 0.5944 0.04 0.10 -0.02
H 3.2430 2.1755 -1.7118 -0.06 -0.58 -0.01
C -3.5440 0.7862 -1.5305 0.12 -0.09 0.10
C -3.3026 0.5503 -0.0376 -0.09 0.00 -0.33
C -3.0762 -0.9179 0.3147 0.50 0.16 0.04
S -1.5558 -1.5086 -0.4940 -0.25 -0.14 -0.66
O -0.4831 -0.5268 0.0573 1.07 0.89 0.98
C -1.2329 -3.0915 0.3007 0.07 0.40 0.47
C -1.0377 -3.0162 1.8166 0.11 -0.42 -0.21
C -0.3280 -4.2872 2.2950 -0.08 0.22 0.25
H -3.7644 1.8341 -1.7281 -0.01 -0.01 0.02
H -4.3816 0.1928 -1.8994 -0.02 0.02 0.04
H -2.6671 0.5126 -2.1227 -0.02 0.03 -0.04
H -4.1607 0.9060 0.5298 -0.07 -0.10 0.10
H -2.4469 1.1314 0.3051 0.03 0.02 0.06
H -3.8648 -1.5600 -0.0840 0.04 -0.07 0.03
H -2.9549 -1.0743 1.3850 -0.07 -0.02 0.01
H -0.3249 -3.4546 -0.1873 -0.09 0.00 -0.11
H -2.0646 -3.7418 0.0181 0.03 0.02 -0.09
H -2.0048 -2.9333 2.3104 -0.01 0.06 0.04
H -0.4415 -2.1404 2.0783 -0.04 0.03 -0.03
H -0.8846 -5.1823 2.0177 0.05 -0.01 -0.02
H -0.2448 -4.2674 3.3803 -0.01 -0.08 0.03
H 0.6857 -4.3582 1.8985 -0.05 -0.02 -0.11
O 1.7120 -2.0853 -4.0575 -0.08 0.23 0.31
N 1.6076 -1.4515 -3.0792 0.21 0.01 -0.21
O 2.2606 -0.3635 -2.8339 0.88 0.36 -0.02
O 0.8165 -1.7541 -2.0952 0.53 1.14 0.61
```
Positions in Å, forces in eV/Å.

Output
Net charge: +2
Spin multiplicity: 1
M in g/mol: 494.4
Energy in Ha: -1491.68616

Atomic partial charges in e from the Mulliken method, atoms 1 to 5: atom 1 (Pt): 1.453, atom 2 (C): -0.765, atom 3 (C): 0.620, atom 4 (C): -1.372, atom 5 (O): -0.239